{"formula": "C6H23B2NNa", "method": "the ωB97M-V functional and the def2-TZVPD basis", "elements": ["Na", "B", "H", "H", "H", "H", "B", "H", "H", "H", "H", "C", "C", "N", "C", "C", "C", "C", "H", "H", "H", "H", "H", "H", "H", "H", "H", "H", "H", "H", "H", "H", "H"], "coordinates": [[-0.5769, 0.5010, -1.1007], [0.5074, 2.2929, -2.7162], [-0.5026, 2.4366, -2.0697], [1.3011, 3.1421, -2.3340], [0.9597, 1.1882, -2.5333], [0.2814, 2.3974, -3.8974], [-1.8636, -0.4809, -3.0665], [-0.9068, -1.1962, -2.8762], [-2.5026, -0.5538, -2.0376], [-1.5555, 0.6516, -3.2494], [-2.5469, -0.9652, -3.9435], [-2.2912, -0.9621, 1.2432], [-1.2290, -0.1291, 1.9462], [0.1130, -0.2040, 1.3301], [0.9479, 0.8996, 1.7896], [2.1321, 1.2274, 0.8971], [0.6682, -1.5277, 1.6252], [1.6952, -2.0298, 0.6329], [-3.2237, -0.8116, 1.7970], [-2.0541, -2.0112, 1.1076], [-2.5435, -0.5061, 0.2824], [-1.5759, 0.9070, 1.9196], [-1.1164, -0.3558, 3.0212], [1.2857, 0.7300, 2.8297], [0.3088, 1.7830, 1.8713], [2.6076, 2.1444, 1.2551], [1.8663, 1.4047, -0.1470], [2.8956, 0.4523, 0.9454], [1.0917, -1.5023, 2.6454], [-0.1334, -2.2624, 1.6774], [1.8745, -3.1023, 0.7905], [1.3897, -1.9352, -0.4080], [2.6965, -1.6226, 0.7726]], "forces_ev_per_a": [[-0.03, -0.14, -0.70], [0.52, 0.54, 0.03], [-0.57, 0.19, 0.33], [0.24, 0.08, 0.06], [0.37, -0.53, 0.21], [-0.13, 0.10, -0.11], [-0.41, -0.51, -0.01], [0.66, -0.24, 0.04], [-0.51, 0.06, 0.73], [0.08, 0.32, -0.25], [-0.09, 0.00, -0.17], [-0.43, 0.96, 0.15], [0.39, 0.19, 0.15], [-0.88, -0.14, -0.32], [-0.02, 0.30, 0.26], [0.35, 0.10, 0.15], [0.34, 0.13, 0.18], [0.72, -0.87, 0.05], [0.07, -0.52, 0.19], [-0.11, -0.06, 0.05], [0.32, -0.33, -0.23], [0.16, 0.05, -0.10], [-0.27, -0.25, -0.02], [0.08, -0.18, -0.09], [-0.02, -0.01, -0.24], [-0.07, 0.00, 0.02], [-0.13, -0.08, 0.01], [-0.03, -0.02, -0.11], [0.10, -0.06, -0.06], [-0.13, 0.17, -0.16], [-0.32, 0.04, 0.06], [-0.08, 0.27, 0.03], [-0.19, 0.43, -0.15]], "e_above_lowest_kcal_mol": 7.2, "homo_lumo_gap_ha": 0.26460, "max_force_ha_per_bohr": 0.02194, "e_homo_ev": -4.93, "charge": -1}